w.
{"formula": "CH3ClN2O2", "method": "wB97M-V/def2-TZVPD", "symbols": ["C", "N", "N", "O", "O", "Cl", "H", "H", "H"], "coordinates": [[1.465, -0.189, 0.003], [0.577, 0.913, 0.008], [-0.631, 0.915, 0.010], [-1.448, 1.753, 0.022], [-1.702, -0.824, -0.021], [-3.383, -1.193, -0.011], [1.636, -0.525, -1.023], [2.407, 0.169, 0.420], [1.079, -1.019, 0.594]], "lowdin_charge": [-0.065, 0.092, -0.149, 0.122, -0.760, 0.483, 0.097, 0.088, 0.093], "total_charge": 0, "lumo_energy_ev": [-2.25, -2.25], "orbital_gap_ha": [0.2582, 0.2581]}

***

x.
{"formula": "CH3ClN2O2", "method": "wB97M-V/def2-TZVPD", "symbols": ["C", "N", "N", "O", "O", "Cl", "H", "H", "H"], "coordinates": [[-0.248, 1.341, 0.574], [-0.193, -0.342, -0.771], [0.110, -1.457, -0.060], [-0.306, -1.478, 1.072], [0.668, -2.353, -0.642], [0.732, -0.032, -2.147], [-0.534, 2.067, -0.160], [-1.000, 0.943, 1.229], [0.772, 1.310, 0.905]], "lowdin_charge": [0.222, -0.445, -0.578, 0.033, 0.022, 0.626, 0.037, 0.036, 0.047], "total_charge": 0, "lumo_energy_ev": [-1.30, -1.30], "orbital_gap_ha": [0.3172, 0.3172]}

***

y.
{"formula": "CH3ClN2O2", "method": "wB97M-V/def2-TZVPD", "symbols": ["C", "N", "N", "O", "O", "Cl", "H", "H", "H"], "coordinates": [[-0.845, -0.657, -0.230], [0.746, 1.087, 0.100], [0.466, -0.122, -0.002], [1.799, 1.590, 0.373], [1.861, -1.532, 0.493], [-2.218, 0.433, 0.327], [-1.081, -0.935, -1.164], [-0.753, -1.695, 0.350], [0.026, 1.831, -0.246]], "lowdin_charge": [-0.505, -0.192, -0.068, 0.062, -0.195, 0.530, 0.022, 0.142, 0.205], "total_charge": 0, "lumo_energy_ev": -1.42, "orbital_gap_ha": 0.3282}

***

Last place for stability: y

***

w.
{"formula": "C2H9N2O", "method": "wB97M-V/def2-TZVPD", "symbols": ["C", "N", "C", "N", "H", "H", "H", "H", "H", "H", "H", "H", "H", "O"], "coordinates": [[1.344, 0.104, -1.116], [1.093, 0.101, 0.332], [-0.053, -0.304, 0.823], [-0.371, -0.367, 2.117], [1.396, 1.128, -1.487], [2.313, -0.369, -1.246], [0.556, -0.389, -1.665], [1.620, 0.731, 0.926], [-0.670, -0.909, 0.181], [0.186, 0.185, 2.752], [-0.782, -1.232, 2.432], [-2.349, 1.174, -1.146], [-2.381, -0.166, -1.797], [-1.902, 0.314, -1.108]], "lowdin_charge": [-0.017, 0.044, -0.156, 0.184, 0.103, 0.100, 0.085, 0.169, 0.132, 0.130, 0.139, 0.071, 0.069, -0.053], "total_charge": 1, "lumo_energy_ev": -3.59, "orbital_gap_ha": 0.4300}

***

x.
{"formula": "C2H9N2O", "method": "wB97M-V/def2-TZVPD", "symbols": ["C", "N", "H", "H", "H", "H", "H", "H", "C", "N", "O", "H", "H", "H"], "coordinates": [[2.700, -0.456, -0.459], [1.886, 0.542, 0.427], [3.782, -0.393, -0.424], [2.440, -0.133, -1.393], [2.315, -1.411, -0.137], [2.000, 1.561, 0.264], [0.704, 0.440, 0.628], [2.301, 0.419, 1.375], [-1.848, 0.342, 0.055], [-2.673, -0.625, -0.327], [-0.618, 0.180, 0.310], [-2.254, 1.299, 0.288], [-3.528, -0.353, -0.817], [-2.417, -1.610, -0.533]], "lowdin_charge": [0.012, 0.054, 0.097, 0.052, 0.096, 0.151, 0.117, 0.146, -0.273, 0.170, -0.046, 0.138, 0.132, 0.153], "total_charge": 1, "lumo_energy_ev": -2.88, "orbital_gap_ha": 0.4506}

***

Last place for stability: x

***

w.
{"formula": "C3H5ClS", "method": "wB97M-V/def2-TZVPD", "symbols": ["C", "C", "C", "H", "H", "H", "H", "H", "S", "Cl"], "coordinates": [[0.287, -0.993, -0.086], [-0.806, 0.135, -0.069], [-0.679, 1.400, -0.032], [2.452, -0.566, 1.092], [0.258, -1.409, -1.089], [-0.012, -1.789, 0.557], [-1.447, 2.076, -0.217], [0.383, 1.795, 0.029], [1.973, -0.172, -0.133], [-2.409, -0.477, -0.053]], "lowdin_charge": [-0.496, -0.845, -0.090, -0.131, 0.051, 0.060, 0.044, 0.051, 0.695, 0.664], "total_charge": 0, "smiles": "C=C(Cl)CS", "lumo_energy_ev": 0.79, "orbital_gap_ha": 0.3773}

***

x.
{"formula": "C3H5ClS", "method": "wB97M-V/def2-TZVPD", "symbols": ["C", "C", "C", "S", "Cl", "H", "H", "H", "H", "H"], "coordinates": [[1.952, -0.789, 0.434], [-0.533, 0.055, 0.043], [-1.786, 0.349, -0.679], [0.578, -1.031, -0.480], [-3.141, -0.467, 0.139], [1.782, -0.172, 1.335], [2.791, -1.607, 0.362], [-0.212, 0.872, 0.667], [-2.022, -0.067, -1.674], [-1.965, 1.493, -0.724]], "lowdin_charge": [-0.421, -0.603, -0.702, 0.948, 0.507, 0.010, 0.041, 0.064, 0.050, 0.105], "total_charge": 0, "lumo_energy_ev": [-0.25, -0.19], "orbital_gap_ha": [0.2818, 0.2810]}

***

Last place for stability: x

***

w.
{"formula": "C4H12NOS", "method": "wB97M-V/def2-TZVPD", "symbols": ["C", "N", "C", "C", "S", "C", "H", "H", "H", "H", "H", "H", "H", "H", "H", "H", "H", "H", "O"], "coordinates": [[-0.769, 0.025, 2.317], [0.358, 0.186, 1.396], [0.085, 0.230, -0.079], [-0.242, -1.178, -0.576], [1.219, -2.244, -0.811], [-1.106, 1.170, -0.337], [-0.268, -0.022, 3.279], [-1.380, -0.820, 2.015], [-1.408, 0.897, 2.198], [0.911, -0.653, 1.468], [1.004, 0.638, -0.479], [-0.797, -1.070, -1.509], [-0.980, -1.674, 0.063], [-0.804, 2.172, -0.024], [-1.317, 1.128, -1.408], [-2.004, 0.879, 0.201], [2.542, -0.392, -1.970], [2.375, 0.251, -3.331], [2.580, 0.478, -2.413]], "lowdin_charge": [-0.156, -0.117, -0.483, -0.733, 0.176, -0.088, 0.071, 0.059, 0.052, 0.044, 0.093, 0.032, 0.034, 0.071, 0.067, 0.055, -0.065, 0.019, -0.131], "total_charge": -1, "lumo_energy_ev": 3.91, "orbital_gap_ha": 0.2462}

***

x.
{"formula": "C4H12NOS", "method": "wB97M-V/def2-TZVPD", "symbols": ["N", "C", "O", "H", "H", "H", "H", "C", "C", "C", "S", "H", "H", "H", "H", "H", "H", "H", "H"], "coordinates": [[-0.696, -1.671, 2.183], [0.371, -0.577, 2.062], [-0.146, 0.521, 1.510], [-0.555, -2.149, 3.067], [-1.500, -1.053, 2.259], [0.769, -0.401, 3.091], [1.231, -1.025, 1.505], [0.067, -0.963, -1.745], [0.625, 0.440, -1.574], [-0.482, 1.454, -1.327], [0.134, 2.945, -0.405], [0.817, -1.699, -2.044], [-0.736, -0.995, -2.494], [-0.390, -1.252, -0.797], [1.259, 0.494, -0.690], [1.220, 0.769, -2.443], [-1.262, 1.040, -0.698], [-0.923, 1.852, -2.247], [0.196, 2.270, 0.787]], "lowdin_charge": [-0.047, -0.585, -0.351, 0.011, 0.024, 0.064, 0.068, -0.126, -0.358, -0.582, 0.585, 0.059, 0.063, 0.060, 0.073, 0.095, 0.051, 0.049, -0.154], "total_charge": -1, "lumo_energy_ev": 3.61, "orbital_gap_ha": 0.2493}

***

Last place for stability: x